1.
The following is a DFT calculation (the ωB97M-V functional and the def2-TZVPD basis) of a molecular structure, C3H5O3Pr.

Last column: Mulliken charge in e.
Element x y z (Å)
H: -0.7711 1.5361 0.0693  0.248
C: 0.2093 1.2574 0.4948  -0.229
C: 1.2179 0.6486 -0.4220  -0.698
O: 0.5549 -0.3767 -1.2498  -0.238
C: -0.3879 -1.0854 -0.7367  0.122
O: -0.8259 -1.8968 -1.6948  -0.363
Pr: -1.8194 -1.0631 2.1988  1.435
O: 0.0479 0.1961 1.5037  -0.575
H: 0.6716 2.1120 1.0123  0.224
H: 1.0479 -0.2330 1.2944  0.485
H: 1.5273 1.4047 -1.1569  0.228
H: -1.4724 -2.4997 -1.3133  0.361

## Properties
**Charge**: +1
**Total energy**: -23390.312 eV
**LUMO (spin up / spin down)**: -5.5 / -5.5 eV
**Energy relative to the best compared isomer or geometry (same formula, charge and spin)**: 520.0 kJ/mol
**Multiplicity**: 4
**F_max**: 2.097 eV Å⁻¹
**HOMO energy (spin up / spin down)**: -0.375 / -0.376 hartree
**⟨S²⟩**: 3.7524



2.
The following is a DFT calculation (the ωB97M-V functional and the def2-TZVPD basis) of a molecular structure, C3H5O3Pr.

Last column: Mulliken charge in e.
Element x y z (Å)
H: -1.7580 -1.9052 0.3955  0.425
O: 0.8144 -1.2517 -0.2186  -0.552
C: -0.3517 -0.8673 -0.3503  0.935
C: -2.7371 0.5363 0.8540  -0.060
O: -0.5226 0.4371 -0.1821  -0.427
O: -1.4361 -1.5675 -0.4555  -0.396
C: -1.8736 1.0809 -0.2089  -0.128
H: -2.3565 0.4789 1.8744  0.356
H: -3.7636 0.2493 0.6309  0.347
H: -1.6139 2.1356 -0.0591  0.370
H: -2.2673 0.9109 -1.2155  0.364
Pr: 2.1401 0.6520 0.1812  1.765

## Properties
**Charge**: +3
**Total energy**: -23367.107 eV
**LUMO (spin up / spin down)**: -16.5 / -16.5 eV
**Energy relative to the best compared isomer or geometry (same formula, charge and spin)**: 5.2 kJ/mol
**Multiplicity**: 4
**F_max**: 2.622 eV Å⁻¹
**HOMO energy (spin up / spin down)**: -0.733 / -0.933 hartree
**⟨S²⟩**: 3.7518



3.
The following is a DFT calculation (the ωB97M-V functional and the def2-TZVPD basis) of a molecular structure, C3H5O3Pt.

Last column: Mulliken charge in e.
Element x y z (Å)
H: 1.3462 -1.6016 0.0592  0.335
C: 1.7532 -0.5789 0.0842  -0.401
C: 0.8813 0.3772 0.9375  -0.160
O: -0.5128 0.1265 0.9999  -0.227
C: -1.2824 -0.0035 -0.0251  0.155
O: -2.5089 0.0028 0.3553  -0.251
H: 2.7534 -0.5795 0.5359  0.398
H: 1.7810 1.1480 0.7970  0.354
H: -3.1287 0.0952 -0.3825  0.435
Pt: -0.3704 0.0004 -1.8760  1.167
O: 1.3172 0.1646 -1.0941  -0.214
H: 1.1602 0.2630 1.9966  0.409

## Properties
**Charge**: +2
**Total energy**: -12552.786 eV
**LUMO (spin up / spin down)**: -10.9 / -14.0 eV
**Energy relative to the best compared isomer or geometry (same formula, charge and spin)**: 0.0 kJ/mol
**Multiplicity**: 4
**F_max**: 5.382 eV Å⁻¹
**HOMO energy (spin up / spin down)**: -0.731 / -0.774 hartree
**⟨S²⟩**: 3.7613



4.
The following is a DFT calculation (the ωB97M-V functional and the def2-TZVPD basis) of 2 unconnected molecules or ions with the total composition C3H5O3S.

Last column: Mulliken charge in e.
Element x y z (Å)
C: -2.2121 -0.7640 0.0182  -0.363
C: -1.4168 0.1924 -0.4770  -0.537
C: 0.4983 0.5716 0.7811  -0.081
O: 2.2220 0.3102 -1.2861  -0.494
O: 2.6879 -1.0440 0.6694  -0.610
O: 0.9723 1.7671 0.4370  -0.789
S: 1.5620 -0.7456 -0.2176  0.462
H: -3.1989 -1.0073 -0.4336  0.253
H: -1.7942 -1.4285 0.9099  0.089
H: -1.5240 0.8443 -1.3419  0.250
H: 0.1441 0.1482 1.6494  0.433
H: 2.0592 1.1557 -0.7088  0.386

## Properties
**Charge**: -1
**Total energy**: -20166.757 eV
**LUMO**: 3.9 eV
**Energy relative to the best compared isomer or geometry (same formula, charge and spin)**: 419.0 kJ/mol
**F_max**: 8.263 eV Å⁻¹
**HOMO energy**: -0.126 hartree



5.
The following is a DFT calculation (the ωB97M-V functional and the def2-TZVPD basis) of a molecular structure, C3H5O3Tl.

Last column: Mulliken charge in e.
Element x y z (Å)
H: -2.3103 -0.5347 -0.7977  0.354
O: -0.1854 1.5576 0.8294  -0.578
C: 0.9336 1.0994 0.5432  0.820
C: -1.4578 -0.0467 -0.3032  -1.007
O: 2.0345 1.6892 0.4392  -0.672
O: 0.9910 -0.1382 -0.0594  -0.390
C: -0.1224 -1.0629 0.0481  -0.295
H: -1.1235 0.4972 -1.1981  0.332
H: -1.9483 0.0214 0.6778  0.308
H: -0.3816 -1.4799 1.0298  0.256
H: 0.1936 -1.8728 -0.6243  0.251
Tl: 3.3766 0.2703 -0.5848  0.620

## Properties
**Total energy**: -14026.376 eV
**LUMO**: -0.4 eV
**Energy relative to the best compared isomer or geometry (same formula, charge and spin)**: 188.3 kJ/mol
**F_max**: 5.091 eV Å⁻¹
**HOMO energy**: -0.332 hartree



6.
The following is a DFT calculation (the ωB97M-V functional and the def2-TZVPD basis) of a molecular structure, C3H5O3Tl.

Last column: Mulliken charge in e.
Element x y z (Å)
O: 0.0764 0.6833 -0.2165  -0.346
C: 0.3400 -0.6286 0.1131  -0.103
C: 1.7030 -1.0982 -0.2352  -1.070
H: -1.5726 -0.7425 -0.3475  0.484
H: 2.1533 -0.4680 -1.0213  0.316
H: 1.6532 -2.1299 -0.6036  0.324
H: 2.3641 -1.0673 0.6427  0.278
O: -2.2107 0.1981 -0.5550  -0.381
C: -1.3678 1.1591 -0.5484  0.829
O: -1.5479 2.2525 -0.0757  -0.532
Tl: -1.3568 2.9991 1.9619  0.772
H: -0.2342 -1.1577 0.8855  0.429

## Properties
**Charge**: +1
**Total energy**: -14018.310 eV
**LUMO (spin up / spin down)**: -4.8 / -4.8 eV
**Energy relative to the best compared isomer or geometry (same formula, charge and spin)**: 60.4 kJ/mol
**Multiplicity**: 2
**F_max**: 6.405 eV Å⁻¹
**HOMO energy (spin up / spin down)**: -0.448 / -0.576 hartree
**⟨S²⟩**: 0.7542



7.
The following is a DFT calculation (the ωB97M-V functional and the def2-TZVPD basis) of a gas-phase ion, C3H5O4 (charge -1).

Last column: Mulliken charge in e.
Element x y z (Å)
O: 0.7320 -2.1004 -0.0907  -0.858
C: 1.0922 -0.8407 -0.1323  -0.017
C: 0.1907 0.1348 0.6427  -0.222
H: 1.2653 -0.4052 -1.1509  0.206
H: 0.5597 1.1681 0.5901  0.319
H: 0.0192 -0.2412 1.6612  0.267
O: -1.1726 0.1522 0.0269  -0.049
C: -1.5195 1.1569 -0.7099  -0.564
O: -2.7241 0.8704 -1.1902  -0.292
H: -3.0149 1.6032 -1.7432  0.448
O: 2.3503 -0.5299 0.6239  -0.511
H: 2.2217 -0.9682 1.4725  0.272

## Properties
**Charge**: -1
**Total energy**: -11380.428 eV
**LUMO**: 3.5 eV
**Energy relative to the best compared isomer or geometry (same formula, charge and spin)**: 417.3 kJ/mol
**F_max**: 1.539 eV Å⁻¹
**HOMO energy**: -0.115 hartree



8.
The following is a DFT calculation (the ωB97M-V functional and the def2-TZVPD basis) of a molecular structure, C3H5O4S.

Last column: Mulliken charge in e.
Element x y z (Å)
C: 0.4619 1.4754 -1.2543  -0.508
C: 0.1664 1.3543 -0.0051  -0.372
C: -1.7739 -1.1818 -0.1837  0.229
O: 2.4502 0.2935 0.8921  -0.614
O: 0.7454 -1.2792 -0.2969  -0.573
O: 0.4155 -0.3873 2.0474  -0.462
O: -2.4977 -1.9474 0.3486  -0.494
S: 1.0876 -0.0937 0.5067  0.795
H: 1.1680 0.7653 -1.9031  0.114
H: 0.0349 2.3256 -1.8099  0.244
H: -1.2827 -0.4752 0.4346  0.079
H: -1.7045 -1.2062 -1.3063  0.261
H: 0.7289 0.3567 2.5299  0.302

## Properties
**Charge**: -1
**Total energy**: -22214.864 eV
**LUMO**: 3.9 eV
**Energy relative to the best compared isomer or geometry (same formula, charge and spin)**: 454.0 kJ/mol
**F_max**: 4.829 eV Å⁻¹
**HOMO energy**: -0.150 hartree



9.
The following is a DFT calculation (the ωB97M-V functional and the def2-TZVPD basis) of a gas-phase ion, C3H5OS (charge -1).

Last column: Mulliken charge in e.
Element x y z (Å)
O: 2.4186 0.1768 0.7256  -0.576
C: 1.4143 0.2120 -0.0402  -0.004
C: -0.0380 0.5332 0.3872  -0.510
C: -0.9727 -0.5586 -0.1853  -0.724
S: -1.4229 -0.2595 -1.8687  -0.632
H: 1.5943 0.1300 -1.0287  0.433
H: -0.0105 0.5996 1.4300  0.314
H: -0.5353 1.4950 0.0328  0.265
H: -0.5290 -1.6265 0.1450  0.231
H: -1.9188 -0.7020 0.4022  0.204

## Properties
**Charge**: -1
**Total energy**: -16074.586 eV
**LUMO**: 4.1 eV
**Energy relative to the best compared isomer or geometry (same formula, charge and spin)**: 110.7 kJ/mol
**F_max**: 5.418 eV Å⁻¹
**SMILES**: O=CCC[S-]
**HOMO energy**: -0.094 hartree